# C24H47LaOSi4

A structure of composition C24H47LaOSi4 (ωB97M-V/def2-TZVPD, OMol25).

XYZ file:
```
77
Properties=species:S:1:pos:R:3
La -0.7400 1.2355 -0.8392
C -1.4064 1.5319 1.7105
C -0.9388 2.8202 1.3457
C -1.8942 3.3769 0.4538
H -0.0614 3.3310 1.7744
C -2.9468 2.4262 0.2655
C -2.6448 1.2746 1.0515
H -3.2744 0.3925 1.1881
H -0.9399 0.8898 2.4537
H -1.9122 4.4098 0.1083
H -3.8701 2.5991 -0.2886
C -0.6272 -1.0911 -2.1152
C -1.7541 -1.1800 -1.2234
C -2.7811 -0.3530 -1.7328
H -1.8307 -1.8255 -0.3518
C -2.2919 0.2763 -2.9127
C -0.9630 -0.1793 -3.1458
H -0.3534 0.0419 -4.0296
H 0.2833 -1.6945 -2.0549
H -3.7968 -0.2766 -1.3364
H -2.8933 0.8735 -3.6049
O -0.6194 2.9451 -2.3615
C -1.2948 3.8045 -3.3934
C -0.2860 4.9588 -3.1776
C -2.7244 4.0986 -2.9769
C -1.1836 3.1394 -4.7588
C 0.4629 4.0256 -2.2541
H -0.7112 5.8293 -2.6549
H 0.2786 5.2276 -4.0859
H 1.3839 3.6004 -2.6659
H 0.5526 4.3519 -1.2110
H -3.1903 4.7904 -3.6938
H -2.7525 4.5614 -1.9814
H -3.3147 3.1701 -2.9608
H -1.2224 3.9036 -5.5515
H -2.0178 2.4439 -4.9136
H -0.2304 2.5931 -4.8469
C -0.3662 -0.2481 4.4390
Si -0.1010 -1.7547 3.3049
C 1.0748 -2.8453 4.3096
C -1.7758 -2.5784 2.9676
Si 0.7444 -1.3883 1.1429
Si 2.8443 -0.3914 1.2231
C 3.9964 -1.6748 2.0214
C 3.4431 0.0344 -0.5265
C 2.7672 1.1808 2.2712
Si 0.9858 -3.5174 0.1269
C 1.5555 -4.7654 1.4200
C -0.6424 -4.2049 -0.5781
C 2.2536 -3.4451 -1.2847
H -0.6637 -0.6090 5.4354
H -1.1741 0.4250 4.1266
H 0.5452 0.3562 4.5535
H 0.5837 -3.0332 5.2779
H 1.3014 -3.8143 3.8520
H 2.0265 -2.3337 4.5159
H -2.4672 -1.9163 2.4222
H -1.6970 -3.5173 2.3987
H -2.2411 -2.8139 3.9388
H 4.0759 -2.6088 1.4439
H 5.0043 -1.2327 2.0735
H 3.6976 -1.9430 3.0460
H 2.8320 0.8045 -1.0289
H 4.4675 0.4345 -0.4465
H 3.4791 -0.8420 -1.1894
H 2.1275 1.9585 1.8255
H 2.4082 0.9966 3.2945
H 3.7861 1.5946 2.3466
H 0.7835 -4.9638 2.1773
H 1.7552 -5.7142 0.8969
H 2.4768 -4.4635 1.9369
H -1.0056 -3.6522 -1.4545
H -0.4815 -5.2451 -0.9005
H -1.4558 -4.2156 0.1605
H 1.9603 -2.7834 -2.1131
H 3.2536 -3.1310 -0.9523
H 2.3485 -4.4608 -1.7029
```

For the LUMO energy, the calculation gives 3.9 eV. As for the net charge: -2. As for the HOMO energy: 2.159 eV.



# C8H16N2O2S

An isolated molecule of C8H16N2O2S (ωB97M-V/def2-TZVPD, OMol25).

XYZ file:
```
29
Properties=species:S:1:pos:R:3
C -3.8227 -1.5163 -0.8249
O -3.0148 -0.8539 0.1125
C -2.9902 0.5477 -0.0706
C -2.1079 1.1517 1.0219
N -0.7725 0.6077 0.9660
C 0.1970 1.1621 0.1965
S 0.0532 2.7090 -0.3859
N 1.3058 0.4237 -0.0490
C 1.4689 -0.9396 0.4225
C 2.7180 -1.5481 -0.2142
O 3.8937 -0.8493 0.1179
C 3.7148 0.5572 0.1915
C 2.5016 1.0354 -0.5948
H -4.8643 -1.1798 -0.7589
H -3.7687 -2.5775 -0.5896
H -3.4641 -1.3482 -1.8480
H -2.5767 0.7933 -1.0603
H -4.0062 0.9624 -0.0061
H -2.5273 0.9170 2.0023
H -2.0456 2.2331 0.8898
H -0.7509 -0.3898 1.1172
H 0.6043 -1.5469 0.1304
H 1.5690 -0.9658 1.5169
H 2.8609 -2.5696 0.1470
H 2.5870 -1.5823 -1.3063
H 3.6015 0.8510 1.2454
H 4.6273 1.0138 -0.2004
H 2.6097 0.7820 -1.6558
H 2.3992 2.1198 -0.5130
```

For the LUMO energy, the calculation gives 0.6 eV. The SMILES is COCCNC(=S)N1CCOCC1. As for the HOMO energy: -8.007 eV. For the relative energy (zero: lowest compared OMol25 entry of this formula, charge and spin), the calculation gives 208.4 kJ/mol.



# H28O14

A cluster of 14 separate species, H28O14 in total (ωB97M-V/def2-TZVPD, OMol25).

XYZ file:
```
42
Properties=species:S:1:pos:R:3
O 2.4974 1.5888 -1.0290
H 2.3166 0.9764 -0.2943
H 3.3713 1.9564 -0.8454
O 1.3130 1.3719 2.7951
H 0.9704 2.1112 2.2466
H 2.2500 1.5716 2.8867
O 0.6125 -3.4008 -0.7587
H -0.0851 -2.7296 -0.9480
H 0.3355 -3.8082 0.0728
O 0.7617 3.3583 0.8396
H 1.5806 3.4439 0.3306
H 0.5197 4.2605 1.0956
O -2.0555 2.4723 1.1024
H -1.1778 2.7589 0.8257
H -2.3682 1.9843 0.3183
O 2.0746 -1.0848 0.2688
H 3.0280 -1.1564 0.3948
H 1.7402 -1.9998 0.3183
O -3.1251 -2.0104 0.7537
H -3.2688 -1.2390 1.3142
H -2.1797 -2.2044 0.8609
O -0.6105 0.3182 -0.3790
H 0.1321 0.1261 -0.9726
H -0.2017 0.6981 0.4114
O -0.6090 -2.8559 2.0329
H -0.4104 -3.0638 2.9505
H -0.2444 -1.9662 1.9203
O -2.7767 1.7918 -1.6677
H -1.8636 1.4565 -1.5969
H -2.7238 2.5231 -2.2918
O -0.7245 -0.4449 3.6909
H -0.7587 -0.5283 4.6497
H -0.1058 0.2868 3.5203
O -1.5675 -2.1213 -2.0431
H -2.3908 -2.4977 -1.7049
H -1.6251 -1.1794 -1.8136
O 2.0367 -0.9236 -3.2214
H 2.3557 -0.4661 -2.4286
H 2.4759 -1.7817 -3.2104
O -0.2044 0.7523 -3.3494
H 0.2161 1.5871 -3.5814
H 0.4890 0.0674 -3.4639
```

For the LUMO energy, the calculation gives -0.5 eV. As for the HOMO energy: -10.455 eV. For the relative energy (zero: lowest compared OMol25 entry of this formula, charge and spin), the calculation gives 68.2 kJ/mol.



# C22H19BInN9O2S

A structure of composition C22H19BInN9O2S (ωB97M-V/def2-TZVPD, OMol25).

XYZ file:
```
55
Properties=species:S:1:pos:R:3
In 1.2457 -0.1472 0.6125
C -1.7928 1.8451 2.9797
C -0.4751 1.4476 2.7897
N -0.4324 0.4860 1.8673
N -1.6901 0.2804 1.4095
C -2.5288 1.0841 2.0876
B -1.9906 -0.7981 0.3036
N -1.3767 -0.3425 -1.0701
C -1.9814 -0.1684 -2.2583
C -1.0197 0.1296 -3.2080
C 0.1814 0.1155 -2.5120
N -0.0458 -0.1955 -1.2349
N -1.2519 -2.0929 0.7136
C -1.6832 -3.3253 1.0459
C -0.5939 -4.1291 1.2982
C 0.5080 -3.2969 1.1084
N 0.1029 -2.0850 0.7493
N -3.4980 -0.9084 0.1211
C -4.4368 -1.8844 0.2605
C -5.6568 -1.3554 -0.0616
C -5.3795 -0.0177 -0.3994
N -4.0915 0.2426 -0.2907
H -2.1720 2.5755 3.6725
H 0.4297 1.7861 3.2685
H -3.5873 1.0811 1.9112
H -3.0455 -0.2557 -2.3746
H -1.1749 0.3144 -4.2562
H 1.1842 0.2968 -2.8636
H -2.7246 -3.5744 1.1043
H -0.6048 -5.1644 1.5893
H 1.5582 -3.5031 1.2266
H -4.2123 -2.8899 0.5623
H -6.6108 -1.8536 -0.0580
H -6.0581 0.7575 -0.7173
S 2.1790 3.9147 -1.5366
C 0.5958 4.1414 -0.9169
C 0.1163 3.0488 -0.2588
C 1.1007 2.0485 -0.2384
C 2.2421 2.2908 -0.9328
C 3.3348 1.3562 -1.1500
C 4.5385 1.7173 -1.7497
C 5.5304 0.7657 -1.8940
C 5.3038 -0.5280 -1.4441
C 4.0848 -0.8208 -0.8657
N 3.1251 0.0954 -0.7264
H 0.1064 5.0940 -1.0499
H -0.8554 2.9966 0.2118
H 4.6819 2.7344 -2.0879
H 6.4764 1.0296 -2.3472
H 6.0589 -1.2953 -1.5322
H 3.8585 -1.8089 -0.4879
O 2.6929 0.8383 2.1686
C 3.1239 -0.3079 2.4270
O 2.6998 -1.3454 1.8480
H 3.9106 -0.4195 3.1862
```

For the LUMO energy (spin up / spin down), the calculation gives -3.3 / -5.8 eV. As for the net charge: +1. As for the multiplicity: 2. Its expectation value of S² is 0.757. As for the HOMO energy (spin up / spin down): -11.797 / -11.792 eV. For the relative energy (zero: lowest compared OMol25 entry of this formula, charge and spin), the calculation gives 0.0 kJ/mol.



# C3H9NO2S

A cluster of 2 separate species, C3H9NO2S in total (ωB97M-V/def2-TZVPD, OMol25).

XYZ file:
```
16
Properties=species:S:1:pos:R:3
O -1.0209 0.9282 -2.3240
C -0.2908 0.4266 -1.4859
N -0.4538 -0.8916 -1.1627
C 0.4841 -1.6665 -0.3126
C 0.3794 -1.3351 1.2085
S 0.8834 0.4154 1.6399
H 0.4051 0.9753 -0.8840
H -1.2613 -1.4523 -1.3612
H 1.4866 -1.5816 -0.7398
H 0.1121 -2.6961 -0.3840
H 1.0894 -2.1120 1.4756
H -0.6636 -1.2827 1.4850
H -0.3940 0.8176 1.7054
O -0.1906 2.8858 0.6352
H -0.0410 3.8367 0.7538
H -0.5241 2.7323 -0.2494
```

For the LUMO energy, the calculation gives 0.7 eV. The SMILES is O=CNCCS.O. As for the HOMO energy: -8.869 eV. For the relative energy (zero: lowest compared OMol25 entry of this formula, charge and spin), the calculation gives 188.8 kJ/mol.



# C32H31ClFIN4O3S2Ti

A structure of composition C32H31ClFIN4O3S2Ti (ωB97M-V/def2-TZVPD, OMol25).

XYZ file:
```
76
Properties=species:S:1:pos:R:3
Ti -0.1975 0.0140 -0.0941
C 0.7624 -0.4492 -4.6072
C -0.6655 -0.2360 -4.1913
N -1.1912 -0.0774 -3.0437
C -2.5633 -0.0367 -3.1504
C -3.0802 -0.1166 -4.4132
S -1.7827 -0.2990 -5.5013
C -3.3436 0.1536 -1.9333
C -4.7056 0.2344 -1.9580
S -5.2939 0.3601 -0.3416
C -3.6183 0.2277 0.2881
N -2.7058 0.1831 -0.7451
C -3.0335 0.4470 2.2583
H 1.4564 -0.3478 -3.7711
H 1.0497 0.3056 -5.3375
H 0.8588 -1.4268 -5.0766
H -4.1108 -0.0728 -4.7118
H -5.3565 0.2354 -2.8172
H -4.3644 0.3683 3.4595
H -2.4365 1.4503 2.3850
H -2.0447 -1.0463 2.9034
Cl -3.4036 0.5162 6.8244
C -2.3963 0.5969 5.3717
C -1.1739 1.1912 5.4953
C -0.1938 1.2992 4.4636
I 1.5118 2.3028 5.2129
C -0.3514 0.8146 3.1763
O 0.3308 0.8114 2.1271
C -1.6941 0.2065 3.0567
N -1.8102 -0.3090 1.4272
C -3.1906 -1.0856 1.1433
C -4.1193 -1.2770 2.3745
C -4.1313 -0.7206 3.7932
C -2.8778 0.0462 4.1915
H -0.9126 1.5797 6.4682
H -3.2045 -1.7846 0.2965
H -4.9109 -2.0018 2.1758
H -4.8243 -1.0889 4.5461
C 5.3676 -5.0521 -0.8133
C 4.2851 -4.0142 -0.7075
C 3.5377 -3.8478 0.4523
C 2.5547 -2.8661 0.4961
N 2.2798 -2.0552 -0.5133
C 2.9720 -2.2330 -1.6332
C 3.9703 -3.1842 -1.7806
H 5.4663 -5.6098 0.1182
H 6.3315 -4.5896 -1.0345
H 5.1492 -5.7639 -1.6118
H 3.7082 -4.4708 1.3228
H 1.9433 -2.7385 1.3854
H 2.6681 -1.6151 -2.4768
H 4.4859 -3.2754 -2.7298
C 3.2783 0.0584 2.6262
C 3.0704 1.4698 2.1254
O 2.4670 1.5244 0.8549
H 3.7267 0.0837 3.6225
H 3.9577 -0.4860 1.9614
H 2.3313 -0.4817 2.6714
H 4.0477 1.9655 2.0728
H 2.4547 2.0609 2.7746
H 3.1297 1.0848 0.3074
O -0.3291 -1.6069 -0.1270
F 4.0510 4.9706 -4.7012
C 3.3354 4.0468 -3.9677
C 3.8009 3.6438 -2.7323
C 3.0868 2.7132 -1.9977
C 1.8777 2.1192 -2.4590
C 1.1343 1.1411 -1.7398
C 1.4456 2.6120 -3.7230
C 2.1544 3.5425 -4.4650
H 4.7246 4.0602 -2.3471
H 3.4806 2.4327 -1.0343
H 1.6327 0.8721 -0.8251
H 0.5686 0.3593 -2.1266
H 0.5076 2.2477 -4.1233
H 1.7875 3.8832 -5.4269
```

For the LUMO energy (spin up / spin down), the calculation gives 3.8 / 3.8 eV. As for the net charge: -2. As for the multiplicity: 3. Its expectation value of S² is 2.455. As for the HOMO energy (spin up / spin down): 0.236 / -0.573 eV. For the relative energy (zero: lowest compared OMol25 entry of this formula, charge and spin), the calculation gives 2002.1 kJ/mol.



In Ha, the calculated total energy values for the records above are, in order, -2207.42504 -972.58115 -1070.17499 -2106.10460 -723.09646 -4185.62900.